# C6H12O2

A 2-piece molecular cluster, C6H12O2 overall at a distorted geometry (ωB97M-V/def2-TZVPD, OMol25).

Geometry as XYZ:
```
20
Properties=species:S:1:pos:R:3:nbo_charge:R:1
C 0.25179 -1.84120 -1.76085 -0.25
C 0.41881 -1.11897 -0.80244 -0.20
C 1.74256 -0.33174 0.09234 0.61
C 1.16342 0.64293 1.05904 -0.70
O 2.44629 -1.39076 0.65192 -0.71
O 2.52444 0.28583 -0.84033 -0.68
H -0.03394 -2.40333 -2.60554 0.23
H 0.05268 0.49302 1.13170 0.26
H 1.29034 1.65814 0.69086 0.24
H 1.61855 0.52890 2.04435 0.23
H 1.88888 -1.84804 1.29222 0.49
H 2.94720 -0.39335 -1.38308 0.49
C -1.92359 0.11402 0.51135 -0.63
C -2.15897 1.35763 -0.33118 -0.61
H -2.72693 -0.61105 0.37828 0.21
H -1.91603 0.34955 1.57534 0.20
H -0.95712 -0.51174 -0.03184 0.23
H -2.22067 1.09111 -1.38719 0.21
H -3.08099 1.87015 -0.05539 0.20
H -1.32669 2.05891 -0.22957 0.20
```

- energy relative to the best compared isomer or geometry (same formula, charge and spin) (eV) = 4.856
- frontier orbital gap (eV) = 10.1
- net charge = 0
- LUMO level (eV) = 0.78